1.
73
Properties=species:S:1:pos:R:3:forces:R:3:lowdin_charge:R:1 method="wB97M-V/def2-TZVPD" homo_lumo_gap_ev=7.4 lumo_ha=0.087 charge=-1
F -0.511242 0.981875 -2.412653 -0.33 0.04 0.08 -0.64
In -2.560675 1.420653 -2.243021 -0.49 0.19 -0.01 0.30
H -2.633983 3.113905 -1.655339 0.18 -0.38 -0.10 -0.13
H -3.401546 0.296595 -1.114755 0.46 0.06 -0.18 -0.15
H -3.412235 1.299213 -3.833764 0.43 -0.05 0.18 -0.17
C 4.847263 1.473234 -1.125397 0.09 0.19 0.04 -0.08
C 3.336013 1.282064 -1.222551 0.18 -0.30 -0.03 -0.43
C 2.736207 0.506001 -0.038426 -0.39 0.21 -0.09 -0.20
O 2.956789 -0.895565 -0.080849 0.22 0.02 0.29 -0.19
C 4.215425 -1.309860 0.407859 -0.17 -0.18 -0.26 -0.12
N 3.011730 0.661555 -2.506152 -0.32 0.00 0.06 0.05
H 5.395327 0.561233 -1.363570 -0.06 -0.05 0.01 0.06
H 5.174784 2.235024 -1.834214 -0.04 -0.03 -0.03 0.07
H 5.141242 1.799077 -0.124007 0.01 -0.03 0.00 0.07
H 2.881422 2.276545 -1.210967 -0.11 -0.03 0.05 0.13
H 1.651787 0.629580 -0.072121 0.00 -0.07 -0.10 0.12
H 3.076250 0.914724 0.923016 0.14 -0.02 -0.01 0.12
H 4.561671 -0.684925 1.236473 0.02 0.07 -0.03 0.09
H 4.957602 -1.310705 -0.395184 0.17 0.06 0.13 0.07
H 4.114290 -2.335463 0.766160 -0.04 0.01 0.02 0.07
H 1.995158 0.635438 -2.612146 0.01 0.18 -0.07 0.06
H 3.277439 -0.316906 -2.448868 0.08 -0.02 -0.02 0.06
C 1.037382 7.197712 -0.827444 0.21 0.06 -0.01 -0.08
C 0.599114 5.919218 -0.120172 -0.16 0.17 -0.17 -0.43
C -0.381163 5.062105 -0.938048 0.06 -0.19 0.24 -0.22
O -1.701402 5.565595 -0.944283 0.18 0.26 -0.08 -0.23
C -1.951694 6.567124 -1.905293 -0.22 -0.09 0.18 -0.12
N 0.054947 6.267432 1.197232 0.06 -0.11 0.04 0.03
H 0.259809 7.961496 -0.818516 -0.06 -0.05 0.00 0.06
H 1.909502 7.624893 -0.328655 -0.04 -0.01 0.04 0.07
H 1.309806 6.997594 -1.865703 -0.04 0.00 -0.01 0.08
H 1.496146 5.312771 0.037015 -0.02 -0.07 0.01 0.13
H -0.442484 4.077302 -0.470251 -0.12 -0.02 -0.04 0.11
H -0.021894 4.897105 -1.960215 0.01 0.08 -0.04 0.12
H -1.384880 6.396880 -2.824864 0.05 0.02 0.00 0.09
H -1.727822 7.561731 -1.506366 0.07 0.06 -0.15 0.07
H -3.015099 6.533801 -2.145020 0.01 -0.06 0.00 0.09
H -0.142060 5.409733 1.703869 0.06 -0.02 0.04 0.07
H -0.863349 6.673151 1.042278 -0.02 0.06 -0.02 0.06
C -5.332898 -1.880920 3.965235 0.02 -0.17 0.13 -0.08
C -5.388783 -2.034956 2.448649 0.01 0.28 0.15 -0.43
C -4.370829 -1.160396 1.697952 -0.03 -0.16 -0.30 -0.22
O -4.727954 0.201217 1.606149 0.01 -0.03 0.32 -0.21
C -4.397570 0.985170 2.732917 -0.17 0.15 -0.23 -0.11
N -6.761179 -1.787639 1.994932 0.04 -0.08 -0.09 0.03
H -5.786355 -0.949005 4.302125 0.02 0.05 -0.07 0.06
H -5.879469 -2.693698 4.446948 -0.03 0.02 -0.04 0.07
H -4.302314 -1.910681 4.325279 0.00 0.03 -0.01 0.08
H -5.142804 -3.076283 2.219882 0.03 0.01 -0.08 0.13
H -4.318158 -1.509692 0.664360 0.01 0.07 -0.04 0.11
H -3.362752 -1.265180 2.117752 -0.01 0.00 0.11 0.12
H -3.466949 0.651534 3.201256 -0.01 -0.05 0.04 0.09
H -5.208583 0.980126 3.467676 0.10 -0.02 0.15 0.07
H -4.264059 2.011583 2.390340 0.03 -0.03 -0.06 0.09
H -6.816588 -1.988553 1.001111 -0.02 -0.07 -0.01 0.07
H -6.917227 -0.785266 2.047672 -0.02 0.04 0.05 0.07
C 2.261107 -4.490853 -0.075831 0.10 0.12 0.04 -0.07
C 3.001558 -5.745152 0.375713 -0.33 0.05 -0.17 -0.43
C 3.368377 -6.690129 -0.780471 0.18 -0.12 0.20 -0.21
O 2.287637 -7.459057 -1.276007 0.07 0.14 -0.16 -0.19
C 1.465491 -6.791347 -2.219088 -0.15 -0.21 0.09 -0.10
N 2.212286 -6.424915 1.408727 0.21 -0.14 -0.04 0.04
H 1.220627 -4.690176 -0.329147 0.01 -0.07 -0.02 0.07
H 2.254416 -3.747526 0.720495 -0.04 -0.02 0.01 0.07
H 2.744507 -4.040494 -0.944891 -0.04 0.02 0.00 0.08
H 3.942342 -5.421687 0.832412 0.05 -0.08 -0.02 0.13
H 4.092722 -7.419152 -0.405594 -0.05 -0.05 0.01 0.12
H 3.857802 -6.147545 -1.598695 -0.07 0.10 -0.02 0.12
H 2.042954 -6.112870 -2.852027 0.01 0.06 0.05 0.09
H 0.664282 -6.242353 -1.720872 0.03 0.13 -0.10 0.08
H 1.006064 -7.550051 -2.853221 0.05 -0.03 0.02 0.08
H 2.751345 -7.203217 1.777600 0.02 0.05 0.09 0.07
H 1.425378 -6.869772 0.945574 -0.10 0.08 0.01 0.07

***

2.
81
Properties=species:S:1:pos:R:3:forces:R:3:lowdin_charge:R:1 method="wB97M-V/def2-TZVPD" de_lowest_kj_mol=980.0 homo_lumo_gap_ev=2.3 lumo_ha=-0.140 charge=-1
Al 15.435520 29.741060 13.002520 -0.29 -0.14 0.39 0.96
B 9.876600 28.265940 13.287670 -0.79 0.13 -1.27 -0.19
H 9.399080 28.001570 14.218430 -1.72 0.36 4.67 -0.02
H 9.986790 27.369300 12.697640 1.20 -2.88 -3.43 -0.04
H 9.263070 28.998110 12.785910 -3.20 2.21 -1.97 -0.03
H 10.873580 28.567810 13.569000 4.66 0.32 2.02 -0.01
B 12.102190 32.815580 10.742930 -1.35 1.26 -0.05 -0.31
H 13.125170 32.768980 10.402960 4.66 -1.16 -1.52 -0.06
H 11.522450 32.780070 9.833600 -2.10 0.33 -3.71 -0.08
H 11.924100 31.940630 11.348720 0.00 -3.86 3.18 -0.05
H 11.965680 33.733310 11.293740 -1.07 3.26 2.25 -0.08
B 12.587400 31.569290 16.365460 1.13 1.82 1.92 -0.24
H 12.012890 31.960410 17.190810 -1.91 0.88 3.51 -0.06
H 13.623640 31.859320 16.444940 3.83 1.72 0.13 -0.07
H 12.475790 30.497530 16.309310 -1.66 -5.00 -0.88 0.00
H 12.207280 31.883410 15.405740 -1.32 0.42 -4.89 -0.01
B 15.135450 26.538390 16.136910 1.62 0.01 -0.49 -0.38
H 15.057710 25.832250 16.949040 -0.70 -2.92 3.28 -0.08
H 15.836650 27.307440 16.421720 2.87 3.08 1.18 -0.10
H 15.463650 26.128070 15.194480 0.93 -1.69 -3.83 -0.10
H 14.164480 27.004460 16.071860 -4.68 1.77 -0.35 -0.06
C 23.878910 33.584090 13.305380 0.39 -0.89 -0.67 -0.21
C 24.053450 32.178870 13.958380 -0.52 -0.47 -1.18 -0.19
C 23.410510 31.116010 12.987970 -0.20 0.74 0.63 -0.20
S 22.113450 31.998180 12.032200 -1.93 -0.59 -0.07 0.72
O 20.743130 31.647130 12.503340 2.69 0.47 -0.76 -0.36
O 22.398870 31.950350 10.593450 -0.06 -0.16 1.53 -0.35
C 22.520360 33.653140 12.618050 -0.53 0.10 0.49 -0.24
H 24.501170 33.703890 12.418510 0.98 -0.11 0.51 0.11
H 24.107370 34.354340 14.042010 -0.29 0.17 -0.29 0.11
H 23.599940 32.180090 14.949550 -0.21 -0.17 -0.13 0.11
H 25.082380 31.837350 14.071300 0.14 0.54 0.12 0.10
H 22.949880 30.294340 13.536390 -0.08 0.03 -0.22 0.10
H 24.151980 30.743650 12.281090 -0.18 0.05 -0.06 0.10
H 21.712410 33.973130 13.276010 -0.09 -0.03 -0.19 0.10
H 22.556680 34.216310 11.685510 -0.17 0.29 0.29 0.10
C 19.069990 23.732110 6.458850 -0.69 1.50 -1.95 -0.22
C 20.303220 24.493680 6.941380 -0.19 0.23 1.48 -0.21
C 20.000530 26.002940 7.007310 -0.52 0.85 -1.68 -0.22
S 18.216210 26.361670 7.249660 0.62 -3.03 0.52 0.71
O 17.692100 27.100740 6.137190 0.02 0.64 0.14 -0.33
O 17.935680 26.702760 8.641570 0.10 -0.08 -1.51 -0.34
C 17.848340 24.512100 6.977220 -0.19 -0.08 2.27 -0.20
H 19.073000 22.650710 6.595490 -0.07 0.18 0.89 0.11
H 19.034750 23.781730 5.370550 0.05 0.25 -0.32 0.10
H 21.179590 24.392500 6.301200 -0.05 -0.37 0.17 0.11
H 20.486980 24.102880 7.942180 0.56 0.15 0.08 0.11
H 20.064140 26.324510 5.967770 0.02 0.14 -0.28 0.09
H 20.650180 26.729450 7.495420 -0.06 -0.57 0.71 0.11
H 16.846140 24.245200 6.641870 0.23 0.49 -0.82 0.10
H 17.747800 24.288860 8.039370 0.14 -0.27 0.33 0.08
C 17.058930 30.893070 20.436020 -0.58 -0.59 -1.63 -0.22
C 17.770080 32.282600 20.388590 0.15 -0.14 -0.89 -0.19
C 19.092900 32.123400 19.544180 -0.45 -0.83 1.55 -0.21
S 18.995500 30.490540 18.673300 0.73 -0.26 2.86 0.70
O 20.332750 29.887900 18.670850 -1.44 0.56 -0.59 -0.37
O 18.172420 30.663440 17.513000 0.28 -0.04 -0.45 -0.31
C 17.939900 29.711950 20.027590 1.65 0.51 -0.37 -0.21
H 16.402220 30.873290 19.566280 -0.69 0.41 0.26 0.11
H 16.461150 30.591430 21.296120 0.15 0.66 0.20 0.11
H 17.986220 32.639590 21.395540 0.30 -0.05 -0.08 0.10
H 17.205770 33.078170 19.902040 -0.68 -0.42 0.18 0.10
H 19.756140 32.087690 20.408430 1.09 -0.60 -0.82 0.09
H 19.432280 32.897950 18.856430 -0.52 -0.03 0.01 0.10
H 18.619870 29.320050 20.784000 0.31 0.40 0.09 0.09
H 17.428050 28.822120 19.661100 -0.31 0.41 -0.42 0.11
C 19.926850 22.759050 16.356080 -0.18 -0.39 0.58 -0.24
C 18.763590 22.521560 15.392540 -1.27 -0.53 -1.11 -0.23
C 19.156110 23.161800 14.068650 0.78 0.04 -0.16 -0.23
S 20.044030 24.702750 14.516230 -0.27 -1.75 0.63 0.70
O 19.158650 25.820580 14.330340 0.56 0.09 0.01 -0.32
O 21.340150 24.587660 13.870370 -0.22 0.71 0.43 -0.36
C 20.214680 24.244580 16.370010 -0.19 0.42 -1.51 -0.18
H 20.795380 22.162540 16.076910 0.07 0.12 -0.44 0.12
H 19.713220 22.415230 17.368120 -0.29 0.08 0.06 0.11
H 17.747640 22.829830 15.639360 0.32 0.80 0.91 0.12
H 18.541720 21.477050 15.173740 0.62 -0.36 0.23 0.11
H 18.439960 23.401970 13.282800 -0.50 0.13 0.61 0.10
H 19.838380 22.454070 13.597790 0.56 0.47 -0.07 0.09
H 19.426360 24.737100 16.939310 0.13 0.38 -0.26 0.11
H 21.213650 24.562910 16.668030 -0.13 -0.12 0.03 0.10

***

3.
85
Properties=species:S:1:pos:R:3:forces:R:3:lowdin_charge:R:1 method="wB97M-V/def2-TZVPD" homo_lumo_gap_ev=7.9 lumo_ha=0.068 charge=-1
Cl -0.938769 -0.006930 -0.092872 -0.23 1.73 -0.97 0.64
O -0.619449 0.577180 -1.446272 -0.14 -1.44 2.18 -0.42
O -1.314009 1.115740 0.770548 0.19 -0.77 -0.38 -0.41
O -2.031139 -0.942710 -0.197442 -0.37 0.10 -0.33 -0.40
O 0.165161 -0.723090 0.503128 0.54 0.35 -0.45 -0.40
C 4.151011 4.457820 -0.349472 1.49 -0.32 -0.55 -0.22
C 5.425351 4.627730 -1.247722 -0.59 1.03 -1.20 -0.20
O 5.269331 5.788200 -2.117802 -0.54 0.42 0.63 -0.11
O 4.168261 5.338300 0.780258 -0.43 -0.14 -0.79 -0.07
H 4.066321 3.414400 -0.045832 0.32 -0.15 0.29 0.11
H 3.269251 4.571880 -0.980022 -0.01 0.78 0.25 0.12
H 5.588891 3.848220 -1.991852 -0.21 -0.88 0.75 0.11
H 6.346191 4.809410 -0.693502 -0.11 -0.38 0.50 0.10
H 5.789801 5.691860 -2.918702 0.06 -0.24 0.17 0.07
H 4.775191 4.986760 1.435738 0.01 -0.13 -0.06 0.08
C 1.185591 -6.902890 -0.133352 0.94 -0.10 0.31 -0.23
C 2.435881 -7.523320 0.509098 0.29 1.15 0.47 -0.26
O 3.401951 -7.856430 -0.447602 0.44 -0.91 -1.08 -0.07
O 0.376831 -7.939460 -0.642722 -1.03 -0.16 0.12 -0.07
H 1.460721 -6.193230 -0.913602 0.32 -0.08 -0.20 0.12
H 0.607441 -6.297810 0.565018 -0.21 -0.47 0.21 0.12
H 2.172851 -8.357980 1.158918 -0.25 -0.24 -0.12 0.12
H 3.070381 -6.869820 1.107808 -0.86 0.63 0.44 0.12
H 3.086221 -8.573470 -1.002362 0.06 -0.12 -0.11 0.07
H 0.834431 -8.545880 -1.229632 0.28 0.33 -0.06 0.08
C -5.179079 7.217820 -0.393792 -0.31 -0.90 0.95 -0.26
C -5.022479 6.894630 1.082288 2.51 -1.03 -0.71 -0.29
O -6.135849 6.372540 1.706048 -2.41 0.53 0.45 -0.05
O -5.946849 8.362500 -0.442602 -1.38 1.72 -0.41 -0.07
H -5.820709 6.487590 -0.886922 1.03 -0.89 -0.40 0.12
H -4.214619 7.453960 -0.843402 -0.03 -0.57 -0.12 0.13
H -4.667349 7.849400 1.470108 0.04 -0.10 0.61 0.12
H -4.336429 6.065870 1.257228 1.27 0.52 -0.49 0.12
H -6.098609 6.648250 2.624858 -0.22 -0.11 0.01 0.09
H -6.814109 7.985460 -0.277372 -0.48 0.83 0.10 0.08
C -5.875939 -1.976610 4.829628 1.11 -0.36 0.65 -0.22
C -4.546819 -1.282310 5.197098 -0.65 0.51 0.03 -0.26
O -3.402459 -2.074960 4.993558 0.05 -0.53 0.10 -0.06
O -6.102859 -3.052600 5.757518 -0.58 0.28 -0.30 -0.08
H -5.823399 -2.287930 3.786348 -0.05 -0.38 -0.07 0.11
H -6.737879 -1.314540 4.912258 0.16 0.14 0.20 0.11
H -4.558759 -1.045470 6.260988 -0.12 -0.12 0.09 0.11
H -4.452349 -0.325260 4.684048 -0.08 0.10 -0.28 0.12
H -3.088169 -2.005640 4.089118 -0.08 0.13 -0.17 0.09
H -5.605639 -3.845630 5.544268 0.27 0.26 -0.30 0.08
C -5.271119 2.529540 -5.258942 -0.77 -0.60 0.27 -0.25
C -4.945769 1.301850 -6.057802 1.01 0.02 -0.37 -0.26
O -5.536239 0.085830 -5.615032 -0.21 0.81 0.25 -0.05
O -6.614199 2.931400 -5.490142 -0.44 0.44 -0.23 -0.07
H -4.617959 3.340650 -5.580772 -0.07 0.02 0.24 0.13
H -5.188329 2.299150 -4.196792 0.61 0.24 0.19 0.13
H -3.863429 1.198760 -5.980302 0.12 -0.28 -0.33 0.12
H -5.253539 1.508360 -7.082852 0.18 -0.09 -0.25 0.12
H -6.278159 0.410710 -5.099652 -0.36 -0.69 0.19 0.06
H -7.202219 2.369530 -4.980102 -0.05 0.11 0.05 0.07
C 6.386791 -2.305840 -0.663292 1.00 -0.32 0.47 -0.22
C 7.726471 -1.535620 -0.417192 -1.50 0.36 0.30 -0.24
O 8.135671 -0.744540 -1.512292 0.12 0.31 -0.20 -0.07
O 6.591041 -3.384730 -1.582732 -0.13 0.29 -0.12 -0.08
H 5.587151 -1.626610 -0.958792 0.27 0.20 -0.64 0.12
H 5.969181 -2.761460 0.234548 0.47 0.29 0.57 0.11
H 8.545071 -2.108370 0.018638 -0.06 -0.63 -0.40 0.11
H 7.505461 -0.793770 0.350208 -0.15 0.09 0.13 0.11
H 8.308881 -1.238070 -2.317302 -0.12 -0.48 0.19 0.08
H 6.249151 -4.164680 -1.139562 0.06 -0.11 -0.31 0.08
C 1.087561 -2.733570 -6.134072 -0.94 -1.38 0.86 -0.25
C -0.033439 -3.812240 -5.903912 0.20 1.63 0.52 -0.23
O -0.902549 -3.793610 -7.027492 0.07 -0.49 -0.06 -0.07
O 1.736901 -3.148300 -7.286492 1.27 -0.30 -1.36 -0.08
H 1.818491 -2.770840 -5.326322 -0.33 0.19 0.54 0.11
H 0.741911 -1.712330 -6.294372 -0.56 -0.03 0.44 0.12
H -0.558479 -3.651110 -4.962382 -0.26 0.53 0.00 0.11
H 0.399561 -4.796010 -5.722772 0.33 -0.09 -0.75 0.11
H -1.771739 -3.456410 -6.798572 0.14 0.04 0.26 0.08
H 2.660091 -2.920430 -7.154652 0.07 -0.09 -0.42 0.08
C 2.233071 1.349780 7.184968 0.97 0.22 0.60 -0.21
C 1.500941 1.008410 8.489968 -0.06 -0.10 -1.40 -0.28
O 2.127861 1.504750 9.628618 0.80 0.35 0.54 -0.05
O 3.561791 0.736820 7.130518 -1.38 0.61 0.11 -0.08
H 2.368811 2.427870 7.098968 0.21 -0.05 -0.02 0.12
H 1.640561 1.014170 6.333858 -0.15 -0.06 0.01 0.12
H 1.500031 -0.081090 8.456948 -0.42 -0.37 0.55 0.11
H 0.488481 1.407630 8.429508 -0.22 -0.24 -0.22 0.12
H 1.485901 1.695990 10.316298 -0.05 -0.11 -0.15 0.08
H 3.366961 -0.203150 7.140568 0.31 -0.25 -0.04 0.07